The following is a DFT calculation (ωB97M-V/def2-TZVPD) of 2 unconnected molecules or ions with the total composition C29H54F4NO7S at a distorted geometry.

- total charge = -1
- largest force on an atom (eV Å⁻¹) = 2.6
- E (Ha) = -2516.46445
- 2S+1 = 1

Each atom is followed by the atoms it is bonded to, with distances in Å.
Atoms and positions in Å:
1 C -2.001 4.789 -1.606  O2 1.417, H34 1.094, H35 1.094, H36 1.094
2 O -1.378 3.954 -2.566  C1 1.417, C3 1.416
3 C -1.951 2.662 -2.657  O2 1.416, C4 1.526, H37 1.101, H38 1.101
4 C -1.163 1.864 -3.691  C3 1.526, C5 1.538, H39 1.093, H40 1.095
5 C 0.022 1.145 -3.024  C4 1.538, C6 1.534, H41 1.094, H42 1.093
6 C 1.108 0.652 -3.988  C5 1.534, C7 1.551, H43 1.094, H44 1.096
7 C 2.550 0.682 -3.417  C6 1.551, C8 1.537, H45 1.095, H46 1.092
8 C 3.281 -0.669 -3.462  C7 1.537, C9 1.536, H47 1.098, H48 1.093
9 C 2.509 -1.875 -2.904  C8 1.536, C10 1.544, H49 1.095, H50 1.095
10 C 1.848 -1.674 -1.524  C9 1.544, C11 1.542, H51 1.094, H52 1.099
11 C 2.774 -1.040 -0.467  C10 1.542, C12 1.541, H53 1.091, H54 1.093
12 C 2.520 -1.557 0.963  C11 1.541, C13 1.546, H55 1.095, H56 1.092
13 C 1.397 -0.832 1.740  C12 1.546, C14 1.527, C29 1.547, H57 1.096
14 C 0.418 -0.018 0.896  C13 1.527, O15 1.169, N16 1.437
15 O 0.609 1.059 0.485  C14 1.169
16 N -0.861 -0.667 0.812  C14 1.437, C17 1.484, H58 1.018
17 C -1.022 -1.253 2.166  N16 1.484, C18 1.529, C29 1.553, H59 1.092
18 C -1.557 -0.174 3.107  C17 1.529, C19 1.541, H60 1.088, H61 1.099
19 C -3.019 0.247 2.865  C18 1.541, C20 1.546, H62 1.094, H63 1.093
20 C -3.213 1.266 1.719  C19 1.546, C21 1.544, H64 1.093, H65 1.095
21 C -4.142 0.833 0.564  C20 1.544, C22 1.542, H66 1.098, H67 1.094
22 C -4.148 -0.661 0.184  C21 1.542, C23 1.534, H68 1.086, H69 1.098
23 C -4.074 -0.923 -1.326  C22 1.534, C24 1.530, H70 1.093, H71 1.097
24 C -5.433 -0.745 -2.006  C23 1.530, C25 1.542, H72 1.095, H73 1.095
25 C -5.531 -1.231 -3.466  C24 1.542, C26 1.520, H74 1.095, H75 1.093
26 C -4.248 -1.153 -4.277  C25 1.520, O27 1.419, H76 1.100, H77 1.100
27 O -3.390 -2.228 -3.929  C26 1.419, C28 1.410
28 C -2.028 -1.925 -4.128  O27 1.410, H78 1.100, H79 1.090, H80 1.100
29 C 0.410 -1.771 2.473  C13 1.547, C17 1.553, S30 1.765, H81 1.096
30 S 0.912 -2.220 4.104  C29 1.765, O31 1.420, O32 1.429, F33 1.561
31 O 2.316 -2.433 4.070  S30 1.420
32 O 0.089 -3.300 4.549  S30 1.429
33 F 0.604 -0.976 4.995  S30 1.561
34 H -2.335 5.711 -2.092  C1 1.094
35 H -2.857 4.292 -1.143  C1 1.094
36 H -1.279 5.055 -0.828  C1 1.094
37 H -1.883 2.161 -1.678  C3 1.101
38 H -3.018 2.732 -2.920  C3 1.101
39 H -0.779 2.561 -4.441  C4 1.093
40 H -1.826 1.129 -4.158  C4 1.095
41 H -0.400 0.319 -2.444  C5 1.094
42 H 0.464 1.829 -2.296  C5 1.093
43 H 0.875 -0.352 -4.354  C6 1.094
44 H 1.080 1.304 -4.869  C6 1.096
45 H 3.134 1.380 -4.025  C7 1.095
46 H 2.564 1.099 -2.407  C7 1.092
47 H 3.494 -0.873 -4.520  C8 1.098
48 H 4.258 -0.602 -2.976  C8 1.093
49 H 1.737 -2.172 -3.622  C9 1.095
50 H 3.190 -2.728 -2.819  C9 1.095
51 H 0.908 -1.130 -1.653  C10 1.094
52 H 1.573 -2.671 -1.150  C10 1.099
53 H 2.677 0.046 -0.450  C11 1.091
54 H 3.810 -1.276 -0.728  C11 1.093
55 H 2.330 -2.634 0.929  C12 1.095
56 H 3.435 -1.431 1.545  C12 1.092
57 H 1.841 -0.115 2.439  C13 1.096
58 H -0.860 -1.426 0.134  N16 1.018
59 H -1.739 -2.077 2.162  C17 1.092
60 H -1.461 -0.491 4.144  C18 1.088
61 H -0.939 0.727 2.993  C18 1.099
62 H -3.333 0.720 3.801  C19 1.094
63 H -3.666 -0.624 2.730  C19 1.093
64 H -2.242 1.563 1.315  C20 1.093
65 H -3.645 2.179 2.141  C20 1.095
66 H -3.828 1.398 -0.324  C21 1.098
67 H -5.168 1.157 0.760  C21 1.094
68 H -3.361 -1.210 0.694  C22 1.086
69 H -5.094 -1.094 0.536  C22 1.098
70 H -3.697 -1.933 -1.509  C23 1.093
71 H -3.353 -0.224 -1.769  C23 1.097
72 H -6.177 -1.295 -1.420  C24 1.095
73 H -5.726 0.309 -1.966  C24 1.095
74 H -6.270 -0.611 -3.985  C25 1.095
75 H -5.884 -2.265 -3.512  C25 1.093
76 H -4.486 -1.231 -5.348  C26 1.100
77 H -3.745 -0.187 -4.131  C26 1.100
78 H -1.671 -1.210 -3.371  C28 1.100
79 H -1.457 -2.851 -4.068  C28 1.090
80 H -1.851 -1.477 -5.116  C28 1.100
81 H 0.475 -2.754 1.993  C29 1.096
82 C 4.103 0.478 6.271  C83 1.527, H91 1.092, H92 1.096, H93 1.088
83 C 4.379 -0.194 4.927  C82 1.527, O84 1.407, H94 1.088, H95 1.095
84 O 4.950 0.643 3.951  C83 1.407, C85 1.482
85 C 6.427 0.766 3.943  O84 1.482, O86 1.289, C87 1.562, H96 1.121
86 O 7.081 -0.338 4.070  C85 1.289
87 C 6.873 1.829 4.996  C85 1.562, F88 1.367, F89 1.357, F90 1.348
88 F 6.037 2.905 5.094  C87 1.367
89 F 8.075 2.346 4.635  C87 1.357
90 F 7.035 1.367 6.252  C87 1.348
91 H 3.728 1.491 6.119  C82 1.092
92 H 3.355 -0.098 6.826  C82 1.096
93 H 4.994 0.535 6.891  C82 1.088
94 H 3.427 -0.506 4.501  C83 1.088
95 H 4.962 -1.112 5.057  C83 1.095
96 H 6.550 1.336 2.986  C85 1.121